{
  "formula": "C4H12N2S",
  "method": "the ωB97M-V functional and the def2-TZVPD basis",
  "species": ["C", "N", "C", "C", "S", "C", "N", "H", "H", "H", "H", "H", "H", "H", "H", "H", "H", "H", "H"],
  "positions_angstrom": [[-0.905894, -0.483551, -0.129002], [0.212248, 0.498691, -0.569192], [1.478307, 0.464825, 0.138822], [2.178478, -1.088281, -0.004519], [3.952764, -1.441321, 0.505078], [-2.197263, 0.179725, 0.480829], [-2.687852, 1.207262, -0.480740], [-0.462319, -1.181148, 0.607927], [-1.105788, -1.058326, -1.042148], [-0.137596, 1.470883, -0.369579], [2.273790, 1.169709, -0.056499], [1.216347, 0.603764, 1.129556], [2.271218, -1.405140, -1.038625], [1.321182, -1.765100, 0.133027], [4.442554, -0.415749, -0.215042], [-2.207802, 0.604375, 1.432525], [-3.086173, -0.520319, 0.413770], [-3.697217, 0.969975, -0.650825], [-2.858976, 2.189730, -0.285372]],
  "forces_ev_per_angstrom": [[1.4292, 0.8743, 0.7613], [-1.4911, 1.5032, -0.2843], [1.3424, -4.2280, -0.2809], [-1.0853, 1.7043, -1.4475], [-1.4713, 0.3890, 0.5943], [-1.1878, -0.4510, -3.3543], [-2.6697, -0.1555, -1.2905], [-0.3846, 0.2771, -0.1802], [-0.5234, 0.2103, 0.4079], [0.1020, -1.3230, -0.7365], [-0.3610, 0.5256, -0.9947], [0.2371, -0.0371, 2.6961], [0.0126, 1.1385, -0.7811], [1.0078, -0.3918, 1.6570], [-0.1111, -0.1754, 0.0067], [0.8927, 0.2245, 1.8861], [1.6013, -0.0386, 0.6361], [1.4554, 0.0148, -0.3067], [1.2048, -0.0611, 1.0111]],
  "max_force_ev_per_a": 4.4,
  "smiles": "NCCNCCS",
  "relative_energy_kcal_mol": 64.14,
  "e_lumo_ha": 0.032,
  "homo_lumo_gap_ev": 9.54
}